[1]
This record from the Open Molecules 2025 dataset describes an isolated ion of composition C2H5N4 and charge +1 at a distorted geometry. The level of theory is ωB97M-V/def2-TZVPD.

Values from the calculation:
- Total charge: +1
- E_LUMO: -5.23 eV
- Frontier orbital gap: 9.12 eV

Last column: Mulliken charge in e.
Cartesian coordinates (Å):
1 C 1.288 -0.405 0.080  0.025
2 C -0.882 0.138 -0.552  -0.388
3 N -0.865 0.630 0.773  -0.406
4 N 0.029 0.431 1.514  0.906
5 N 0.460 0.620 2.630  -0.723
6 N 0.445 -0.439 -0.834  -0.086
7 H 2.347 -0.754 0.186  0.363
8 H -1.818 -0.639 -0.697  0.339
9 H -1.056 0.922 -1.161  0.376
10 H 0.353 1.369 3.283  0.315
11 H 0.407 -0.798 -1.816  0.280

[2]
This record from the Open Molecules 2025 dataset describes a 2-piece molecular cluster, C2H5N4P overall at a distorted geometry. The level of theory is ωB97M-V/def2-TZVPD.

Values from the calculation:
- E_LUMO: 0.86 eV
- Frontier orbital gap: 10.29 eV

Last column: Mulliken charge in e.
Cartesian coordinates (Å):
1 C -0.772 -0.500 2.258  0.432
2 C -2.142 -1.619 -0.612  -0.632
3 N -1.873 -0.806 2.152  -0.461
4 N 1.398 -2.279 0.099  -0.637
5 N 0.317 -1.908 -0.069  0.685
6 N -0.724 -1.362 -0.316  -0.297
7 P 0.912 -0.052 2.430  -0.132
8 H -2.657 -1.049 0.184  0.338
9 H -2.370 -1.506 -1.708  0.252
10 H -2.466 -2.620 -0.406  0.311
11 H 0.546 1.198 2.941  0.070
12 H 1.005 0.544 1.218  0.072

[3]
This record from the Open Molecules 2025 dataset describes one molecule with the formula C2H5N5 at a distorted geometry. The level of theory is ωB97M-V/def2-TZVPD.

Values from the calculation:
- E_LUMO: 0.59 eV
- Frontier orbital gap: 8.99 eV

Last column: Mulliken charge in e.
Cartesian coordinates (Å):
1 N 0.201 -0.582 -1.779  -0.454
2 C 0.105 0.384 -0.790  0.416
3 N 0.388 1.645 -1.099  -0.629
4 C 0.296 2.324 0.074  -0.082
5 N -0.123 1.566 1.074  -0.832
6 N -0.177 0.329 0.597  0.968
7 N -0.535 -0.758 1.343  -0.770
8 H -0.385 -1.379 -1.673  0.202
9 H 0.252 -0.229 -2.754  0.273
10 H 0.452 3.388 0.118  0.413
11 H 0.100 -1.106 2.096  0.253
12 H -0.699 -1.557 0.668  0.242

[4]
This record from the Open Molecules 2025 dataset describes one molecule with the formula C2H5N5O at a distorted geometry. The level of theory is ωB97M-V/def2-TZVPD.

Values from the calculation:
- E_LUMO: 0.61 eV
- Frontier orbital gap: 10.05 eV

Last column: Mulliken charge in e.
Cartesian coordinates (Å):
1 H -0.821 3.226 -0.662  0.226
2 N 0.010 2.663 -0.621  -0.649
3 C -0.043 1.408 -0.331  0.479
4 N -1.074 0.581 0.205  -0.172
5 C -0.736 -0.816 0.390  0.348
6 N -1.413 -1.782 0.915  -0.645
7 H -2.256 -1.365 1.288  0.222
8 N 0.526 -0.837 -0.296  0.251
9 N 1.688 -1.535 0.108  -0.542
10 O 1.006 0.529 -0.546  -0.290
11 H -1.815 0.910 0.821  0.258
12 H 1.833 -2.168 -0.613  0.257
13 H 1.525 -2.008 0.997  0.257

[5]
This record from the Open Molecules 2025 dataset describes one molecule with the formula C2H5N5O at a distorted geometry. The level of theory is ωB97M-V/def2-TZVPD.

Values from the calculation:
- E_LUMO: 0.68 eV
- Frontier orbital gap: 8.35 eV

Last column: Mulliken charge in e.
Cartesian coordinates (Å):
1 N 0.719 1.628 -1.904  -0.427
2 N -0.552 1.675 -1.218  -0.475
3 C -0.537 0.733 -0.353  0.602
4 N -1.456 0.451 0.605  0.103
5 N -1.157 -0.598 1.458  -0.677
6 C -0.035 -1.047 0.990  0.433
7 N 0.721 -2.201 1.275  -0.496
8 O 0.429 -0.233 -0.140  -0.369
9 H 1.024 0.683 -2.080  0.198
10 H 0.635 2.002 -2.811  0.245
11 H -2.174 1.106 0.905  0.269
12 H 1.675 -1.956 1.017  0.280
13 H 0.709 -2.244 2.256  0.315

[6]
This record from the Open Molecules 2025 dataset describes one molecule with the formula C2H5N5O at a distorted geometry. The level of theory is ωB97M-V/def2-TZVPD.

Values from the calculation:
- E_LUMO: 0.52 eV
- Frontier orbital gap: 8.76 eV

Last column: Mulliken charge in e.
Cartesian coordinates (Å):
1 N -1.485 -1.243 1.141  -0.537
2 C -0.849 -0.112 0.696  0.428
3 N -1.275 1.105 0.622  -0.434
4 N -0.316 1.894 0.007  -0.489
5 C 0.561 1.054 -0.442  0.412
6 N 1.621 1.239 -1.285  -0.495
7 N 0.441 -0.180 0.196  0.132
8 O 1.035 -1.326 -0.300  -0.470
9 H -1.084 -1.699 1.971  0.242
10 H -2.427 -1.031 1.403  0.283
11 H 1.465 1.966 -2.008  0.294
12 H 1.967 0.352 -1.727  0.267
13 H 0.346 -2.022 -0.275  0.368

[7]
This record from the Open Molecules 2025 dataset describes one molecule with the formula C2H5N5O at a distorted geometry. The level of theory is ωB97M-V/def2-TZVPD.

Values from the calculation:
- E_LUMO: 0.24 eV
- Frontier orbital gap: 8.98 eV

Last column: Mulliken charge in e.
Cartesian coordinates (Å):
1 H -3.190 0.821 0.538  0.278
2 N -2.765 1.588 0.011  -0.645
3 C -1.500 1.058 0.282  0.515
4 N -1.286 -0.320 0.721  -0.484
5 C -0.105 -0.570 0.319  0.290
6 N 0.564 -1.916 0.507  -0.527
7 N 0.600 0.382 -0.418  0.214
8 N 1.975 0.984 -0.476  -0.502
9 O -0.457 1.324 -0.573  -0.259
10 H 0.106 -2.861 0.566  0.277
11 H 1.212 -2.086 -0.293  0.260
12 H 2.583 0.644 0.361  0.282
13 H 2.264 0.952 -1.545  0.301

[8]
This record from the Open Molecules 2025 dataset describes one molecule with the formula C2H5N5S at a distorted geometry. The level of theory is ωB97M-V/def2-TZVPD.

Values from the calculation:
- E_LUMO: 0.22 eV
- Frontier orbital gap: 8.37 eV

Last column: Mulliken charge in e.
Cartesian coordinates (Å):
1 N -1.913 1.923 -0.112  -0.555
2 N -1.583 1.054 0.923  -0.341
3 C -0.760 0.099 0.729  0.591
4 N -0.056 -0.720 1.628  -0.573
5 C 0.899 -1.392 0.964  0.075
6 N 0.744 -1.206 -0.402  -0.019
7 S 1.964 -1.460 -1.537  -0.134
8 N -0.176 -0.164 -0.635  -0.402
9 H -0.955 1.729 -0.851  0.314
10 H -1.808 3.115 0.273  0.279
11 H 1.849 -1.914 1.355  0.321
12 H 2.790 -0.418 -1.081  0.160
13 H -0.995 -0.647 -1.255  0.284

[9]
This record from the Open Molecules 2025 dataset describes a 2-piece molecular cluster, C2H5N7O2 overall at a distorted geometry. The level of theory is ωB97M-V/def2-TZVPD.

Values from the calculation:
- E_LUMO (alpha / beta): -1.38 / -1.30 eV
- Frontier orbital gap (alpha / beta): 8.17 / 7.82 eV

Last column: Mulliken charge in e.
Cartesian coordinates (Å):
1 C 2.232 -0.360 1.048  0.415
2 C -0.877 1.045 -0.306  0.602
3 N 3.338 -0.540 1.327  -0.401
4 N -1.707 1.115 0.621  -0.707
5 N -1.140 1.394 -1.595  -0.309
6 N 0.006 -0.667 1.801  -0.699
7 N 0.952 -0.072 0.777  0.264
8 N 0.386 0.413 -0.252  -0.408
9 N 0.216 -1.189 -1.633  0.806
10 O 0.129 -0.759 -2.736  -0.537
11 O 0.122 -2.254 -1.177  -0.437
12 H -1.504 0.745 1.495  0.345
13 H -1.955 1.918 -1.585  0.233
14 H -0.648 1.081 -2.406  0.237
15 H 0.174 -1.697 1.931  0.305
16 H 0.275 -0.173 2.691  0.291

[10]
This record from the Open Molecules 2025 dataset describes C2H5NO as an isolated structure at a distorted geometry. The level of theory is ωB97M-V/def2-TZVPD.

Values from the calculation:
- E_LUMO: 0.91 eV
- Frontier orbital gap: 10.20 eV

Last column: Mulliken charge in e.
Cartesian coordinates (Å):
1 C -1.649 -0.418 0.028  -0.222
2 C 0.725 0.267 -0.235  -0.252
3 N -0.401 -0.623 0.098  -0.358
4 O 2.059 -0.188 0.085  -0.488
5 H -2.215 -1.300 0.002  0.272
6 H -2.210 0.532 -0.071  0.250
7 H 0.582 1.554 0.360  0.205
8 H 0.845 0.673 -1.234  0.300
9 H 2.264 -0.497 0.967  0.292

[11]
This record from the Open Molecules 2025 dataset describes one molecule with the formula C2H5NO. The level of theory is ωB97M-V/def2-TZVPD.

Values from the calculation:
- E_LUMO: 0.93 eV
- Frontier orbital gap: 10.77 eV

Last column: Mulliken charge in e.
Cartesian coordinates (Å):
1 C 0.104 -1.055 0.457  -0.801
2 C -0.305 0.390 0.189  0.506
3 N 0.214 1.083 -0.882  -0.403
4 O -0.938 0.986 1.042  -0.574
5 H 0.500 -0.996 1.473  0.242
6 H 0.868 -1.510 -0.183  0.304
7 H -0.762 -1.721 0.507  0.263
8 H 0.078 2.078 -0.770  0.240
9 H 0.241 0.745 -1.834  0.223

[12]
This record from the Open Molecules 2025 dataset describes a 2-piece molecular cluster, C2H5NO overall at a distorted geometry. The level of theory is ωB97M-V/def2-TZVPD.

Values from the calculation:
- E_LUMO: 0.70 eV
- Frontier orbital gap: 11.82 eV

Last column: Mulliken charge in e.
Cartesian coordinates (Å):
1 N 1.732 1.379 0.387  -0.513
2 C 2.050 0.507 -0.375  0.563
3 O 2.498 -0.342 -0.976  -0.338
4 H 0.765 1.641 0.376  0.299
5 C -1.384 -0.612 0.073  -0.918
6 H -1.148 -0.096 -0.879  0.206
7 H -2.494 -0.469 0.358  0.268
8 H -1.266 -1.725 0.153  0.257
9 H -0.752 -0.283 0.884  0.177

[13]
This record from the Open Molecules 2025 dataset describes one molecule with the formula C2H5NO at a distorted geometry. The level of theory is ωB97M-V/def2-TZVPD.

Values from the calculation:
- E_LUMO: 0.99 eV
- Frontier orbital gap: 11.09 eV

Last column: Mulliken charge in e.
Cartesian coordinates (Å):
1 C 0.977 -0.174 0.504  -0.760
2 N -0.563 -0.420 0.322  -0.421
3 C -1.223 0.479 -0.581  0.171
4 O -0.667 1.318 -1.249  -0.474
5 H 1.148 0.853 0.229  0.310
6 H 1.211 -0.427 1.543  0.240
7 H 1.663 -0.805 -0.123  0.300
8 H -0.207 -1.252 -0.094  0.281
9 H -2.339 0.429 -0.551  0.353

[14]
This record from the Open Molecules 2025 dataset describes C2H5NO as an isolated structure at a distorted geometry. The level of theory is ωB97M-V/def2-TZVPD.

Values from the calculation:
- E_LUMO: 0.06 eV
- Frontier orbital gap: 10.53 eV

Last column: Mulliken charge in e.
Cartesian coordinates (Å):
1 C -0.625 -0.249 -1.114  -0.730
2 C 0.145 0.034 0.118  0.404
3 N 1.224 -0.834 0.275  -0.558
4 O -0.537 1.121 0.726  -0.423
5 H 0.001 -0.939 -1.710  0.293
6 H -1.514 -0.785 -0.743  0.208
7 H -0.894 0.660 -1.679  0.286
8 H 1.591 -0.782 1.254  0.242
9 H -0.573 0.007 1.125  0.278

[15]
This record from the Open Molecules 2025 dataset describes C2H5NO as an isolated structure at a distorted geometry. The level of theory is ωB97M-V/def2-TZVPD.

Values from the calculation:
- Total charge: +1
- Multiplicity: 2
- E_LUMO (alpha / beta): -6.57 / -9.74 eV
- Frontier orbital gap (alpha / beta): 11.67 / 8.41 eV

Last column: Mulliken charge in e.
Cartesian coordinates (Å):
1 C -0.071 -0.259 -0.896  0.340
2 N -0.924 0.184 0.068  -0.183
3 C -0.206 0.383 1.358  -0.778
4 O 1.219 -0.281 -0.840  -0.097
5 H -0.431 -0.347 -1.931  0.414
6 H -0.703 -1.027 -0.086  0.318
7 H -0.530 1.278 1.905  0.286
8 H 0.857 0.523 1.195  0.340
9 H -0.383 -0.455 2.043  0.361

[16]
This record from the Open Molecules 2025 dataset describes C2H5NO2 as an isolated structure at a distorted geometry. The level of theory is ωB97M-V/def2-TZVPD.

Values from the calculation:
- E_LUMO (alpha / beta): -1.14 / -1.14 eV
- Frontier orbital gap (alpha / beta): 7.40 / 7.41 eV

Last column: Mulliken charge in e.
Cartesian coordinates (Å):
1 C 0.123 0.571 0.377  -0.135
2 C -0.843 -0.783 -0.530  0.112
3 O 0.727 -0.581 0.349  -0.199
4 O 1.652 0.806 1.577  -0.761
5 N -0.867 -0.622 -1.759  -0.487
6 H 2.576 0.924 1.309  0.242
7 H -0.615 0.811 1.150  0.250
8 H 0.355 1.324 -0.378  0.267
9 H -1.656 -1.062 -2.235  0.290
10 H -1.452 -1.388 0.141  0.422

[17]
This record from the Open Molecules 2025 dataset describes one molecule with the formula C2H5NO2 at a distorted geometry. The level of theory is ωB97M-V/def2-TZVPD.

Values from the calculation:
- E_LUMO: 0.89 eV
- Frontier orbital gap: 9.44 eV

Last column: Mulliken charge in e.
Cartesian coordinates (Å):
1 C -0.631 1.645 0.417  -0.862
2 C -0.217 0.509 -0.277  0.109
3 N 0.878 -0.256 0.072  -0.211
4 O 1.114 -1.500 -0.606  -0.192
5 O 0.221 -2.479 -0.049  -0.320
6 H -1.394 2.307 0.048  0.269
7 H 0.057 2.297 1.081  0.206
8 H -0.780 0.227 -1.126  0.381
9 H 1.339 -0.338 1.030  0.287
10 H -0.588 -2.411 -0.590  0.333

[18]
This record from the Open Molecules 2025 dataset describes a 2-piece molecular cluster, C2H5NO2 overall. The level of theory is ωB97M-V/def2-TZVPD.

Values from the calculation:
- E_LUMO: 0.50 eV
- Frontier orbital gap: 10.49 eV

Last column: Mulliken charge in e.
Cartesian coordinates (Å):
1 N -1.835 -0.237 0.052  -0.573
2 C -1.472 -0.204 1.216  0.729
3 O -0.984 -0.148 2.274  -0.381
4 H -2.777 -0.404 -0.261  0.225
5 C 1.516 0.110 -0.417  -0.596
6 O 0.556 0.674 -1.275  -0.502
7 H 1.496 0.537 0.600  0.237
8 H 2.498 0.311 -0.853  0.251
9 H 1.411 -0.982 -0.324  0.254
10 H -0.299 0.295 -1.029  0.354

[19]
This record from the Open Molecules 2025 dataset describes one molecule with the formula C2H5NO2 at a distorted geometry. The level of theory is ωB97M-V/def2-TZVPD.

Values from the calculation:
- E_LUMO: 0.91 eV
- Frontier orbital gap: 9.33 eV

Last column: Mulliken charge in e.
Cartesian coordinates (Å):
1 N 1.873 -0.007 0.078  -0.217
2 C 0.828 -0.194 -0.705  -0.256
3 O -0.046 -1.040 -0.106  -0.228
4 C -1.251 -0.223 -0.288  -0.242
5 O -1.196 1.123 0.108  -0.447
6 H 2.095 -0.548 0.909  0.221
7 H 2.481 0.745 -0.200  0.262
8 H -1.485 -0.203 -1.352  0.294
9 H -1.945 -0.771 0.333  0.301
10 H -1.318 1.195 1.064  0.313

[20]
This record from the Open Molecules 2025 dataset describes a 2-piece molecular cluster, C2H5NO2 overall at a distorted geometry. The level of theory is ωB97M-V/def2-TZVPD.

Values from the calculation:
- E_LUMO: 1.02 eV
- Frontier orbital gap: 10.71 eV

Last column: Mulliken charge in e.
Cartesian coordinates (Å):
1 N -1.278 -1.758 -0.216  -0.348
2 C -1.600 -0.487 -0.605  0.105
3 O -0.809 0.412 -0.714  -0.487
4 H -1.987 -2.452 -0.063  0.221
5 H -0.413 -1.860 0.294  0.238
6 H -2.665 -0.442 -0.903  0.268
7 C 2.201 1.658 0.555  -0.093
8 O 2.067 0.669 -0.107  -0.346
9 H 3.001 2.399 0.386  0.239
10 H 1.485 1.862 1.373  0.202

Number 1: molar mass 85.1 g/mol. Number 2: molar mass 116.1 g/mol. Number 3: molar mass 99.1 g/mol. Number 4: molar mass 115.1 g/mol. Number 5: molar mass 115.1 g/mol. Number 6: molar mass 115.1 g/mol. Number 7: molar mass 115.1 g/mol. Number 8: molar mass 131.2 g/mol. Number 9: molar mass 159.1 g/mol. Number 10: molar mass 59.1 g/mol. Number 11: molar mass 59.1 g/mol. Number 12: molar mass 59.1 g/mol. Number 13: molar mass 59.1 g/mol. Number 14: molar mass 59.1 g/mol. Number 15: molar mass 59.1 g/mol. Number 16: molar mass 75.1 g/mol. Number 17: molar mass 75.1 g/mol. Number 18: molar mass 75.1 g/mol. Number 19: molar mass 75.1 g/mol. Number 20: molar mass 75.1 g/mol.